54
Properties=species:S:1:pos:R:3:lowdin_spin:R:1 method="wB97M-V/def2-TZVPD" homo_lumo_gap_ev="6.0 / 4.5" total_charge=+1 e_above_lowest_kj_mol=29.9 total_energy_ev=-28158.9581 homo_energy_ev="-8.3252 / -11.0686" spin_multiplicity=6 s2=8.77 e_lumo_ev="-2.3 / -6.5"
H -1.867 1.439 -3.471 0.000
H 0.128 -2.138 1.123 0.027
C -1.719 -1.006 2.452 0.159
H 2.348 -2.522 -4.401 0.000
H 1.573 1.665 -3.264 0.000
C -1.078 -1.638 3.622 0.110
H -0.681 -0.794 5.692 0.004
C 0.938 1.325 4.537 0.346
C 1.141 1.794 -2.268 0.000
C -2.043 1.708 -2.420 0.001
H 2.283 -0.186 5.464 0.008
H 1.372 -2.595 2.304 0.056
H -0.262 1.575 0.566 0.007
H 3.221 -0.547 2.966 0.008
C 0.149 2.924 -2.084 0.000
H 1.893 1.768 -1.475 0.000
C 0.764 -2.478 -2.927 0.000
C 2.433 0.152 3.225 0.190
H 0.081 2.553 2.829 0.004
C -1.127 1.636 -0.094 0.012
C 1.282 -2.760 -4.351 0.000
H 0.383 1.708 5.399 0.013
H -0.068 0.034 -4.261 0.000
H 1.898 1.174 1.283 0.012
H -2.654 0.901 -2.018 0.000
O -0.346 -1.570 -2.932 0.000
Ir 0.295 -0.384 2.854 2.201
H -3.130 0.721 2.364 0.012
H -1.796 2.449 0.214 0.000
H -2.336 1.207 4.913 0.015
C 1.749 1.089 2.355 0.145
H -1.451 -0.940 -4.646 0.000
H -1.645 0.676 -0.023 0.001
H 1.027 -1.265 -5.958 0.000
H -0.259 -2.478 -5.799 0.000
H 0.515 3.691 -1.404 0.000
H -1.867 -1.520 1.505 0.007
H -2.642 2.633 -2.447 0.000
C 0.759 1.770 3.176 0.136
H -0.764 -2.670 3.733 0.013
C -2.383 0.180 2.943 0.328
C -1.146 -0.669 4.706 0.257
C 0.968 -1.765 1.713 0.272
H -0.195 3.340 -3.058 0.000
O 0.141 0.769 -2.040 0.001
H 1.519 -1.976 -2.310 0.000
C -1.993 0.408 4.270 0.361
C 0.432 -1.842 -5.250 0.000
H 1.749 -1.413 1.034 0.031
C -0.412 -1.010 -4.283 0.000
H 0.519 -3.426 -2.422 0.000
H 1.144 -3.812 -4.637 0.000
C -0.792 1.779 -1.563 0.002
C 1.952 0.336 4.563 0.260